The following is a DFT calculation (the ωB97M-V functional and the def2-TZVPD basis) of 2 unconnected molecules or ions with the total composition H3N3O2S in a non-equilibrium geometry.

Cartesian coordinates (Å):
N -0.24673 -1.16927 0.03409
N 0.65895 -0.44737 -0.56321
N 1.97524 -0.64603 -0.09020
O 2.07475 -1.27842 0.92218
O 2.81991 -0.19016 -0.79315
S 0.87248 2.01921 0.36496
H 0.14210 -1.69924 0.78959
H -1.25907 -1.32673 -0.26518
H 0.85403 2.31514 -0.82266

Output
Gap between HOMO and LUMO (spin up / spin down), eV: 6.36 / 6.36
Electronic energy, Ha: -714.47684
ΔE to the lowest compared entry with this formula, charge and spin, kcal per mole: 97.6
HOMO energy (spin up / spin down), Eh: -0.3244 / -0.3243
Molar mass, g/mol: 109.1
Spin multiplicity: 1

Here are the Löwdin charges for atoms 1 to 6, given in e: number 1, N, carries 0.0759; number 2, N, carries -0.0182; number 3, N, carries -0.5275; number 4, O, carries 0.0614; number 5, O, carries 0.0820; number 6, S, carries 0.4362


The following is a DFT calculation (the ωB97M-V functional and the def2-TZVPD basis) of 2 unconnected molecules or ions with the total composition C5H13N2 in a non-equilibrium geometry.

Cartesian coordinates (Å):
C -2.68264 0.92285 -0.58465
C -0.67855 2.21715 -0.76194
N -1.24027 1.12407 -0.45045
H -3.05644 0.57098 0.37463
H -2.86981 0.14660 -1.32470
H -3.17216 1.84656 -0.87678
H -1.27707 3.02822 -1.15838
H 0.39332 2.30738 -0.63577
H -0.64204 0.29905 -0.07795
C 2.52595 -0.37581 0.87732
C 1.53464 -0.84799 -0.16626
C -0.14159 -2.17350 0.75576
N 0.19293 -0.99721 0.41714
H 3.51137 -0.25605 0.42790
H 2.25613 0.58936 1.30671
H 2.60051 -1.10617 1.68439
H 1.85350 -1.78300 -0.64413
H 1.45519 -0.11801 -0.98045
H 0.36907 -3.04226 0.33994
H -0.93205 -2.35221 1.47767

Output
Gap between HOMO and LUMO, eV: 9.94
Electronic energy, Ha: -307.53026
ΔE to the lowest compared entry with this formula, charge and spin, kcal per mole: 57.3
HOMO energy, Eh: -0.5223
Molar mass, g/mol: 101.2
Spin multiplicity: 1
Total charge: +1

Here are the Löwdin charges for atoms 1 to 6, given in e: number 1, C, carries -0.0061; number 2, C, carries 0.1537; number 3, N, carries -0.0123; number 4, H, carries 0.1071; number 5, H, carries 0.1081; number 6, H, carries 0.0989


The following is a DFT calculation (the ωB97M-V functional and the def2-TZVPD basis) of a molecular structure, C25H26F7IN3O10S2 in a non-equilibrium geometry.

Cartesian coordinates (Å):
O -3.75852 -8.52954 0.14029
C -3.00818 -7.59183 -0.46476
F -1.51997 -7.85203 -0.44207
N -3.60469 -6.36415 -1.18515
C -2.73792 -6.20923 -2.41433
O -2.60282 -7.32278 -3.18779
C -2.00059 -4.83365 -2.92838
O -2.90063 -3.83419 -3.52617
C -3.91356 -4.46400 -4.40086
I -4.75278 -2.91892 -5.71524
C -0.95896 -4.18202 -1.78730
O -0.25467 -3.11646 -2.47387
C 0.82496 -2.48055 -1.73445
C 1.83262 -3.46430 -0.90049
C 1.66912 -3.43149 0.72718
C 2.75373 -2.46899 1.51238
C 2.52338 -2.47604 3.16843
O 1.11596 -2.28694 3.55702
C 0.34401 -1.17203 -0.80762
C -0.30249 -0.01614 -1.77765
O -1.13153 -0.22553 -2.81319
C 0.12168 1.58156 -1.52373
C -0.90911 2.79845 -2.01183
C -0.49744 4.37946 -1.75286
C 0.90216 4.83794 -1.02714
C 1.94227 3.64248 -0.58241
C 1.54240 2.04823 -0.83341
C -1.88621 -3.70033 -0.49228
C -2.83772 -2.35152 -0.68212
C -3.65376 -2.00099 0.73532
C -3.36992 -3.01341 1.97758
N -2.53191 -4.24221 2.07891
C -1.77344 -4.61403 0.85046
H -4.55885 -6.71194 -1.48314
H -1.26977 -5.17315 -3.81033
H -4.80121 -4.97176 -3.83098
H -3.35801 -5.29586 -5.01325
H -0.31660 -5.10649 -1.44682
H 1.51944 -1.97018 -2.56513
H 2.95381 -3.12420 -1.13000
H 1.79558 -4.60592 -1.24783
H 0.59891 -3.17534 1.12298
H 1.89672 -4.54065 1.10615
H 2.72573 -1.34299 1.19617
H 3.83293 -2.91824 1.31618
H 3.14607 -1.58167 3.64041
H 2.90948 -3.46876 3.65855
H 0.68837 -1.51331 3.08102
H -0.31278 -1.47713 0.10977
H 1.35455 -0.71380 -0.37700
H -1.93537 2.56552 -2.54164
H -1.23835 5.24155 -2.08172
H 1.21086 5.95495 -0.79769
H 2.97720 3.91599 -0.07979
H 2.33083 1.24629 -0.49840
H -2.93145 -1.72695 -1.66632
H -4.38112 -1.05904 0.81097
H -3.93766 -2.71474 2.98715
H -1.06408 -5.57157 0.90621
C 0.76527 10.37552 4.15009
F -0.33184 10.38668 4.96115
F 0.53708 11.31579 3.18403
F 1.80076 10.86049 4.89970
S 1.12643 8.73137 3.44776
O -0.06831 8.39414 2.66930
O 1.35840 7.87669 4.61514
N 2.40888 9.15766 2.62005
S 3.05379 7.94052 1.83614
O 2.28641 7.41322 0.70486
O 3.72200 6.92165 2.65072
C 4.41699 8.87624 1.06671
F 5.23683 9.45841 1.99313
F 3.96690 9.89853 0.27814
F 5.21971 8.10772 0.27515

Output
Gap between HOMO and LUMO, eV: 6.85
Electronic energy, Ha: -3677.26137
HOMO energy, Eh: -0.2522
Molar mass, g/mol: 852.5
Spin multiplicity: 1
Total charge: -1

Here are the Löwdin charges for atoms 1 to 6, given in e: number 1, O, carries 0.0102; number 2, C, carries -0.1951; number 3, F, carries -0.0284; number 4, N, carries 0.1330; number 5, C, carries -0.1939; number 6, O, carries 0.0004


The following is a DFT calculation (the ωB97M-V functional and the def2-TZVPD basis) of a molecular structure, C29H48BrNOP2Pb in a non-equilibrium geometry.

Cartesian coordinates (Å):
N -4.90722 5.59298 -3.84419
C -4.50216 5.92140 -2.61013
C -3.42303 5.29628 -1.96977
C -2.80373 4.19617 -2.60090
C -3.13692 3.94465 -3.94454
C -4.22662 4.64831 -4.49926
C -1.83610 3.38908 -1.83661
Pb 0.40213 3.31435 -2.33746
P 4.38914 0.74461 -0.20344
C -1.42085 2.07820 -2.29236
C -0.83071 1.08390 -1.40145
C 0.11387 0.18233 -1.95041
C 0.30153 -1.06492 -1.42395
C -0.29526 -1.46723 -0.13995
C -1.37184 -0.54710 0.29474
C -1.43907 0.73647 -0.16524
Br 1.09195 -1.15708 1.36647
H -1.76616 3.68074 -0.78211
H -1.83339 1.78200 -3.25207
H -3.12851 5.62057 -0.96706
H -2.61460 3.18687 -4.54425
H -5.04711 6.70463 -2.07951
H -4.59001 4.45443 -5.51443
H 0.67784 0.49643 -2.84555
H -2.09046 1.45656 0.33069
H 0.88660 -1.82330 -1.96257
H -2.08404 -0.91740 1.03703
P -1.02805 -3.18248 -0.28694
C 3.23794 2.15069 0.23091
C 4.05592 3.43041 0.38783
H 2.62163 1.96956 1.12769
H 2.55112 2.28860 -0.62408
H 3.42124 4.26798 0.69459
H 4.85702 3.32241 1.12596
H 4.52308 3.68534 -0.56776
C 3.42189 -0.17156 -1.46715
C 4.18773 -1.35673 -2.05018
H 3.16461 0.52695 -2.27616
H 2.48877 -0.50662 -0.98836
H 3.69000 -1.67761 -2.97286
H 5.21760 -1.08131 -2.30880
H 4.23476 -2.21436 -1.37072
C 4.26406 -0.54744 1.14526
C 5.49834 -0.83786 2.00912
H 3.92402 -1.51080 0.72611
H 3.44116 -0.16540 1.76155
H 5.24089 -1.61146 2.75021
H 6.32336 -1.22571 1.40138
H 5.85566 0.04826 2.54966
C -1.00390 -3.55584 1.48537
C -1.07565 -5.04200 1.76462
H -1.80028 -2.97654 1.98664
H -0.04950 -3.16437 1.89415
H -2.12302 -5.35460 1.80584
H -0.55339 -5.63654 0.99573
H -0.58693 -5.24867 2.72587
C 0.05436 -4.17451 -1.32550
C -0.13627 -3.94839 -2.83115
H -0.16920 -5.23105 -1.08493
H 1.10461 -4.01113 -1.02031
H -1.10677 -4.33423 -3.16394
H -0.05086 -2.90492 -3.13890
H 0.64829 -4.49767 -3.36075
C -2.63872 -3.00039 -1.10168
C -3.82426 -3.36651 -0.22060
H -2.67825 -3.55019 -2.05918
H -2.68799 -1.94396 -1.41390
H -4.73120 -3.30073 -0.83405
H -3.72680 -4.39913 0.14856
H -3.92211 -2.65930 0.61124
C 0.28748 1.52584 4.77954
C -0.86721 0.71582 5.44052
C -1.91710 0.73739 4.32759
O -1.26678 0.85456 3.03136
C -0.06340 1.60621 3.26417
H 0.33394 2.54218 5.18967
H 1.25532 1.02584 4.90104
H -1.26150 1.14549 6.36676
H -0.56638 -0.31365 5.67179
H -2.55008 -0.16503 4.29910
H -2.50265 1.66472 4.46805
H -0.24527 2.66079 2.93797
H 0.71347 1.16568 2.60037

Output
Gap between HOMO and LUMO (spin up / spin down), eV: 4.41 / 4.62
Electronic energy, Ha: -4712.64805
ΔE to the lowest compared entry with this formula, charge and spin, kcal per mole: 46.2
HOMO energy (spin up / spin down), Eh: -0.4599 / -0.4596
Molar mass, g/mol: 775.8
Spin multiplicity: 1
Total charge: +2

Here are the Löwdin charges for atoms 1 to 6, given in e: number 1, N, carries 0.0794; number 2, C, carries -0.1020; number 3, C, carries -0.0062; number 4, C, carries -0.2565; number 5, C, carries -0.0153; number 6, C, carries -0.1071